(1)
C48H95F3N2O14S | wB97M-V/def2-TZVPD

```
163
Properties=species:S:1:pos:R:3:forces:R:3:mulliken_charge:R:1
C 3.181 -0.416 3.773 -0.61 0.41 0.20 -1.072
C 2.298 -0.967 2.587 1.22 -0.10 -0.11 1.151
C 1.784 -2.445 2.759 -0.56 0.93 -0.37 -1.147
C 0.819 -2.654 4.034 0.70 -0.56 -1.07 0.441
C 1.728 -2.944 5.265 0.74 -0.67 0.55 -1.342
C -0.177 -1.482 4.036 -0.94 1.24 -0.73 -0.014
C -0.520 -0.606 5.018 0.46 0.04 0.46 0.412
N 0.051 -0.719 6.333 -0.87 0.27 -0.57 -0.393
C -1.538 0.575 4.821 0.90 -0.42 -1.70 -0.734
O -2.204 1.015 5.726 0.53 -0.19 -0.28 -0.561
C -1.565 1.142 3.358 0.24 -0.05 -1.52 0.865
C -1.828 2.534 3.028 0.79 -2.11 -1.68 0.567
N -2.108 3.435 4.154 -1.55 -0.32 -1.07 -0.608
C -3.304 3.432 4.427 -1.03 -0.67 0.54 0.429
S -4.860 3.233 4.791 2.14 0.68 -0.50 -0.314
C -1.806 3.008 1.630 -0.23 -0.44 -0.20 0.364
C -2.043 4.543 1.421 1.65 0.01 1.50 -0.579
C -0.858 5.314 2.228 -1.69 0.02 -0.53 -1.010
O 0.309 4.508 2.103 0.29 1.61 -0.55 -0.002
C 1.481 5.239 1.764 1.29 -0.73 0.06 -0.389
C 2.600 4.808 2.820 -2.20 -0.16 -0.40 0.940
F 3.482 5.833 3.030 -0.55 -1.66 0.00 -0.265
F 3.218 3.656 2.396 -0.07 1.64 0.73 -0.220
F 1.934 4.487 3.991 1.70 0.69 -1.01 -0.258
C -1.568 2.077 0.503 0.24 -1.92 3.35 -0.121
O -1.570 2.377 -0.861 -0.60 0.67 1.46 -0.181
C -2.834 2.865 -1.357 -1.52 0.03 -1.43 -0.627
C -4.071 1.887 -1.245 -0.55 -0.12 0.09 0.773
C -3.753 0.368 -1.513 -0.52 0.07 0.59 -1.538
C -4.933 2.096 0.091 -0.52 -0.15 -1.19 -0.410
C -5.947 3.295 -0.117 -0.59 0.31 1.17 1.013
C -7.313 3.020 0.682 0.99 1.09 -0.66 -1.391
C -5.429 4.694 0.399 -0.96 0.25 -0.41 -1.058
C -1.284 0.666 0.865 -0.40 -0.15 1.00 0.867
C -0.936 -0.435 -0.207 0.31 1.26 -0.03 -1.450
O 0.487 -0.719 -0.081 -0.68 0.24 -0.88 -0.067
C 1.131 -0.060 -1.185 1.57 0.15 0.33 0.496
C 2.710 -0.132 -1.113 -0.93 0.00 -0.49 -1.197
C -1.265 0.203 2.260 -0.45 2.23 -0.13 0.016
C -0.938 -1.261 2.672 0.36 -0.29 1.17 0.051
O -1.257 -2.251 2.050 0.00 0.90 -0.15 -0.627
H 2.507 0.025 4.568 0.71 -0.54 -0.66 0.212
H 3.814 -1.204 4.267 -0.53 0.78 -0.68 -0.159
H 3.811 0.440 3.400 -0.45 -0.93 0.41 0.381
H 1.503 -0.208 2.374 0.46 -0.82 0.13 -0.430
H 2.966 -0.972 1.674 -0.82 -0.06 0.85 0.055
H 2.692 -3.103 2.811 -1.02 0.44 0.13 0.654
H 1.199 -2.684 1.824 0.69 0.10 0.96 0.260
H 0.249 -3.600 3.790 0.39 1.03 0.35 0.459
H 1.235 -3.564 6.072 0.22 0.86 -0.78 0.437
H 2.611 -3.580 4.915 -1.32 0.88 0.39 0.173
H 2.185 -2.037 5.735 -0.64 -0.79 -0.47 0.225
H -0.318 -1.538 6.814 0.28 0.39 0.04 0.251
H -0.076 0.131 6.885 -0.27 -0.51 -0.17 0.247
H -1.936 4.891 0.366 -0.45 -0.60 0.84 0.500
H -2.986 4.862 1.927 0.56 -0.25 -0.88 -0.113
H -1.156 5.501 3.300 0.53 -0.49 -1.02 0.235
H -0.780 6.323 1.744 0.33 -0.87 0.31 0.552
H 1.365 6.351 1.758 -0.04 -0.91 0.26 0.388
H 1.859 4.920 0.748 -0.44 0.35 0.97 -0.141
H -3.164 3.852 -0.939 0.68 -0.87 -0.03 -0.066
H -2.683 3.048 -2.462 0.24 -0.28 1.18 0.352
H -4.779 2.203 -2.070 0.91 -0.10 0.76 0.459
H -3.590 -0.114 -0.505 0.20 0.25 -1.22 0.251
H -4.651 -0.148 -1.961 0.83 0.64 0.46 0.429
H -2.896 0.207 -2.210 -0.64 0.15 0.69 0.206
H -5.578 1.182 0.255 0.83 0.75 -0.30 0.462
H -4.295 2.190 1.006 -0.51 0.15 -0.74 -0.099
H -6.259 3.442 -1.186 0.63 -0.56 0.83 -0.374
H -7.620 1.948 0.616 0.10 0.99 0.19 0.395
H -8.071 3.717 0.219 0.48 -0.97 0.59 0.356
H -7.136 3.384 1.726 -0.41 -0.74 -0.63 0.267
H -4.712 5.205 -0.302 -0.41 -0.63 0.86 0.265
H -5.049 4.635 1.451 -0.12 -0.01 -0.97 -0.007
H -6.334 5.374 0.434 0.96 -0.58 -0.01 0.526
H -1.076 0.015 -1.219 -0.23 -0.50 0.89 0.321
H -1.556 -1.357 -0.105 0.71 0.80 0.14 0.563
H 0.826 -0.583 -2.132 0.06 0.76 0.59 0.093
H 0.856 1.029 -1.165 -0.06 -0.87 -0.31 -0.191
H 3.072 0.538 -1.950 -0.22 -0.74 0.84 0.330
H 3.128 0.250 -0.149 -0.47 -0.41 -0.78 0.217
H 3.015 -1.183 -1.345 0.05 0.97 0.41 0.283
C 1.493 3.354 -3.459 0.04 -0.05 -0.11 -1.025
C 1.808 4.222 -2.256 -0.35 -0.30 0.02 -0.135
O 0.624 4.845 -1.769 0.09 0.39 0.08 -0.613
H 1.043 3.951 -4.255 0.09 0.03 0.04 0.333
H 2.396 2.876 -3.844 -0.05 -0.03 -0.01 0.358
H 0.770 2.576 -3.194 0.10 -0.04 0.05 0.128
H 2.512 5.010 -2.528 -0.12 0.07 0.10 0.458
H 2.250 3.625 -1.451 0.17 -0.04 -0.09 0.118
H 0.007 4.151 -1.514 -0.07 -0.18 0.05 0.322
C 6.938 -3.753 3.357 0.05 -0.07 0.02 -0.907
C 5.939 -3.363 4.427 0.17 -0.41 -0.15 -0.196
O 4.675 -3.977 4.175 -0.07 0.04 0.03 -0.384
H 6.579 -3.453 2.372 0.03 0.11 0.12 0.093
H 7.905 -3.282 3.536 -0.03 -0.03 -0.11 0.333
H 7.073 -4.839 3.331 0.04 0.01 0.13 0.382
H 5.790 -2.283 4.434 -0.15 -0.08 0.00 0.217
H 6.288 -3.671 5.418 0.09 0.14 0.02 0.241
H 4.811 -4.932 4.179 -0.02 0.12 -0.03 0.223
C 8.990 -2.103 -0.767 0.08 -0.05 -0.18 -0.830
C 7.808 -2.122 0.181 0.26 0.38 -0.06 -0.094
O 8.195 -1.639 1.464 -0.03 0.02 0.14 -0.480
H 9.805 -2.718 -0.378 -0.09 -0.05 -0.01 0.305
H 8.707 -2.476 -1.754 0.02 0.01 0.01 0.352
H 9.381 -1.088 -0.875 -0.08 -0.01 -0.02 -0.031
H 7.434 -3.139 0.304 0.00 0.08 0.15 0.338
H 6.993 -1.498 -0.199 -0.06 -0.14 -0.13 0.189
H 8.517 -0.737 1.348 -0.02 -0.11 -0.04 0.261
C -4.829 0.774 7.829 0.02 0.01 -0.14 -0.418
C -6.327 0.981 7.944 0.34 0.04 0.36 -0.311
O -6.842 0.292 9.080 -0.24 -0.09 -0.01 -0.540
H -4.595 -0.289 7.743 -0.06 0.04 -0.07 0.257
H -4.429 1.294 6.957 0.07 -0.06 0.11 -0.155
H -4.319 1.143 8.723 -0.01 0.10 -0.06 0.337
H -6.835 0.593 7.060 -0.09 -0.05 0.15 0.282
H -6.566 2.046 8.041 0.02 0.04 -0.20 0.250
H -6.398 0.644 9.859 -0.05 -0.06 -0.10 0.295
C -5.984 2.996 -5.762 0.05 -0.08 -0.05 -1.027
C -7.147 2.976 -4.788 0.22 0.32 -0.11 -0.332
O -6.735 3.460 -3.512 -0.04 -0.08 0.13 -0.430
H -5.162 2.381 -5.389 -0.09 -0.04 -0.02 0.220
H -6.288 2.620 -6.741 0.05 0.05 0.00 0.364
H -5.597 4.011 -5.881 -0.09 0.00 -0.08 0.338
H -7.516 1.959 -4.655 0.01 0.09 0.17 0.291
H -7.970 3.598 -5.152 -0.05 -0.13 -0.11 0.286
H -6.417 4.363 -3.632 -0.05 -0.11 0.03 0.253
C 1.969 -4.449 -4.340 0.07 -0.08 0.00 -1.184
C 2.054 -3.550 -3.122 0.02 0.06 -0.41 0.184
O 3.190 -2.692 -3.214 0.12 0.03 0.14 -0.496
H 2.873 -5.054 -4.433 -0.05 -0.01 0.13 0.326
H 1.105 -5.113 -4.275 0.01 0.04 -0.11 0.321
H 1.885 -3.855 -5.253 -0.19 -0.04 0.04 0.305
H 2.159 -4.144 -2.214 0.11 0.17 0.03 0.284
H 1.154 -2.933 -3.030 -0.12 -0.14 0.08 -0.017
H 3.090 -2.161 -4.013 0.03 -0.09 0.09 0.297
C -2.590 -5.079 -6.299 -0.02 0.00 0.06 -0.929
C -1.756 -3.862 -5.944 -0.09 -0.17 -0.37 -0.312
O -0.461 -3.959 -6.529 0.15 0.12 0.07 -0.475
H -2.103 -5.992 -5.952 -0.04 0.06 0.03 0.269
H -3.583 -5.016 -5.848 0.00 -0.03 -0.06 0.320
H -2.701 -5.168 -7.382 -0.09 0.01 0.05 0.320
H -1.629 -3.788 -4.862 0.18 0.05 -0.08 0.250
H -2.236 -2.944 -6.299 -0.12 0.01 0.15 0.286
H -0.577 -4.015 -7.485 0.02 -0.02 0.13 0.278
C 11.520 1.510 -2.309 0.02 -0.06 -0.10 -0.976
C 10.209 1.867 -1.636 0.37 0.06 0.15 -0.267
O 10.130 1.263 -0.348 -0.19 -0.08 0.11 -0.490
H 11.615 0.427 -2.410 -0.08 0.05 -0.04 0.248
H 11.586 1.963 -3.301 0.05 -0.01 0.04 0.326
H 12.368 1.851 -1.710 -0.03 0.09 -0.06 0.322
H 9.365 1.506 -2.226 -0.03 -0.04 0.18 0.272
H 10.112 2.951 -1.522 -0.06 0.02 -0.18 0.305
H 10.872 1.591 0.174 -0.10 -0.06 -0.04 0.277
C -6.010 -8.758 -7.838 -0.07 -0.07 0.07 -1.134
C -5.167 -7.546 -7.489 -0.06 -0.15 -0.41 -0.126
O -3.877 -7.651 -8.081 0.16 0.07 0.10 -0.511
H -5.525 -9.673 -7.490 -0.02 0.08 0.06 0.293
H -7.000 -8.689 -7.383 0.00 -0.03 -0.06 0.330
H -6.126 -8.849 -8.921 -0.09 0.07 0.03 0.336
H -5.037 -7.471 -6.409 0.18 0.03 -0.08 0.268
H -5.643 -6.626 -7.844 -0.14 0.01 0.15 0.269
H -3.999 -7.708 -9.036 0.04 -0.02 0.12 0.279
```
Forces are in eV/Å.

Summary:
structure (SMILES): CCC[C@@H](C)C1=C(N)C(=O)c2c(N=C=S)c(CCOCC(F)(F)F)c(OC[C@@H](C)CC(C)C)c(COCC)c2C1=O.CCO.CCO.CCO.CCO.CCO.CCO.CCO.CCO.CCO
total charge: 0

***

(2)
C30H53InNO14S | wB97M-V/def2-TZVPD

```
100
Properties=species:S:1:pos:R:3:forces:R:3:mulliken_charge:R:1
C -2.857 4.200 1.344 -0.13 0.82 0.81 -0.844
C -3.948 2.977 1.316 -1.93 -2.51 5.33 0.500
O -4.314 2.456 2.519 2.44 3.17 -7.38 -0.595
N -4.629 2.398 0.096 1.58 1.86 0.20 0.142
C -4.981 3.444 -0.938 -0.77 -0.16 -0.53 -0.755
C -3.892 1.213 -0.488 1.08 -1.50 -0.10 0.134
C -2.291 1.150 -0.144 0.06 -1.91 -0.68 0.048
C -1.538 0.072 -1.179 1.22 1.42 0.18 -0.138
C 0.081 0.043 -0.762 -0.75 0.95 -1.09 -0.509
In 0.481 -0.821 1.292 0.47 -0.34 -0.33 0.865
C -0.134 0.538 3.021 -0.81 -0.09 0.89 -0.894
C 0.562 0.080 4.470 -0.12 0.93 -0.61 -0.404
C -0.580 -0.307 5.589 0.74 2.07 -0.41 -0.689
S -1.166 -2.085 5.529 -6.55 -4.10 1.84 1.156
O -2.610 -2.159 4.899 5.95 0.90 1.41 -0.625
O -1.305 -2.740 6.958 1.86 2.58 -4.27 -0.659
O -0.138 -3.139 4.638 -0.90 1.43 2.02 -0.461
H -3.165 5.151 0.723 0.38 -2.06 1.00 0.290
H -2.786 4.569 2.476 -0.28 -1.05 -2.50 0.307
H -1.772 3.910 1.016 -2.27 0.16 0.49 0.202
H -4.100 4.148 -1.252 -1.55 -1.21 0.52 0.287
H -5.897 4.066 -0.523 1.98 -1.05 -0.90 0.271
H -5.363 2.850 -1.899 0.87 1.41 2.11 0.221
H -4.388 0.232 -0.039 1.08 1.98 -1.00 0.195
H -3.988 1.163 -1.667 -0.07 0.41 2.58 -0.277
H -2.171 0.670 0.928 -0.07 1.46 -1.96 -0.284
H -1.719 2.161 -0.284 -1.26 -1.86 0.43 -0.029
H -2.011 -0.997 -1.119 0.75 2.04 -0.18 0.253
H -1.574 0.551 -2.260 -0.43 -1.26 2.09 0.030
H 0.723 -0.496 -1.589 -1.30 0.97 1.52 0.204
H 0.447 1.169 -0.743 -0.76 -2.12 -0.21 -0.205
H -0.346 -2.435 1.416 -0.01 0.37 0.01 -0.410
H 2.276 -1.156 1.393 -0.40 0.13 0.16 -0.385
H 0.134 1.636 2.712 -0.56 -1.94 0.97 0.259
H -1.312 0.414 3.117 2.35 0.54 -0.09 0.221
H 1.124 1.061 4.852 -1.05 -2.40 -0.39 0.263
H 1.325 -0.810 4.333 -1.49 1.88 0.38 0.237
H -0.240 -0.054 6.689 -0.65 -1.12 -2.13 0.386
H -1.525 0.374 5.339 1.75 -2.02 0.55 0.359
H 0.108 -3.878 5.270 -0.50 1.26 -0.63 0.338
O -2.256 0.709 -4.544 -1.97 -0.61 -0.03 -0.601
C -3.361 0.216 -4.699 2.05 0.64 0.53 0.374
O -4.260 0.009 -3.693 0.70 0.36 -0.47 -0.230
C -5.395 -0.682 -4.213 -0.62 -0.32 0.32 -0.472
C -5.384 -0.405 -5.694 -0.66 -0.05 -0.66 -0.579
C -3.912 -0.291 -5.998 -0.35 0.13 -0.43 -0.345
H -5.288 -1.748 -3.989 0.01 0.09 0.02 0.258
H -6.305 -0.308 -3.735 0.30 -0.04 0.14 0.340
H -5.894 -1.176 -6.279 0.01 0.09 0.14 0.347
H -5.877 0.554 -5.896 0.04 -0.16 0.04 0.269
H -3.466 -1.264 -6.220 0.11 0.13 -0.02 0.231
H -3.724 0.416 -6.809 0.33 -0.24 0.15 0.291
O 2.947 1.541 -0.343 0.13 2.01 -1.24 -0.558
C 3.024 2.343 -1.259 -0.18 -2.11 1.57 0.506
O 2.494 3.601 -1.229 0.01 -0.16 0.40 -0.416
C 2.677 4.217 -2.503 -0.20 0.49 -0.21 -0.413
C 3.823 3.477 -3.142 0.54 0.17 -0.69 -0.546
C 3.666 2.083 -2.589 0.31 0.16 -0.10 0.675
H 1.748 4.118 -3.075 0.03 -0.01 0.03 0.242
H 2.900 5.279 -2.370 -0.19 -0.13 0.18 0.342
H 3.806 3.518 -4.234 -0.01 0.04 0.13 0.371
H 4.775 3.902 -2.801 -0.11 0.01 -0.09 0.181
H 2.991 1.477 -3.199 0.21 -0.06 0.23 -0.444
H 4.632 1.587 -2.470 -0.39 -0.28 -0.08 0.046
O -1.822 -8.898 8.352 -0.01 1.79 -0.23 -0.612
C -2.040 -7.700 8.429 0.77 -1.81 -0.11 0.472
O -1.298 -6.741 7.803 -0.33 -1.25 0.26 -0.312
C -1.765 -5.453 8.201 0.10 0.95 -0.30 -0.016
C -3.177 -5.672 8.678 -0.69 0.54 0.12 -0.514
C -3.119 -7.065 9.253 -0.53 0.24 -0.05 -0.338
H -1.112 -5.074 8.994 -0.02 -0.02 -0.06 0.174
H -1.724 -4.767 7.350 0.17 -0.27 0.28 0.048
H -3.511 -4.917 9.394 0.10 -0.03 -0.17 0.331
H -3.864 -5.656 7.823 0.13 0.07 0.13 0.272
H -2.811 -7.059 10.302 -0.04 -0.16 -0.05 0.235
H -4.069 -7.589 9.130 0.31 -0.20 0.24 0.270
O 3.624 0.165 -5.057 -1.82 -0.61 0.06 -0.598
C 2.519 -0.328 -5.212 1.80 0.49 0.60 0.466
O 1.620 -0.535 -4.206 0.93 0.42 -0.55 -0.184
C 0.485 -1.226 -4.726 -0.82 -0.30 0.40 0.112
C 0.496 -0.949 -6.207 -0.62 0.01 -0.62 -0.447
C 1.968 -0.835 -6.511 -0.36 0.12 -0.48 -0.487
H 0.592 -2.292 -4.502 0.06 0.07 0.01 0.288
H -0.425 -0.852 -4.248 0.35 0.00 0.14 -0.209
H -0.013 -1.719 -6.792 0.00 0.06 0.13 0.386
H 0.004 0.010 -6.409 0.00 -0.16 0.10 0.190
H 2.415 -1.808 -6.733 0.12 0.14 -0.02 0.270
H 2.157 -0.127 -7.322 0.34 -0.24 0.14 0.302
O 7.051 0.930 -3.086 1.41 1.25 1.16 -0.613
C 7.726 1.416 -2.194 -1.23 -1.27 -1.64 0.544
O 8.708 2.344 -2.390 -0.47 -0.24 -0.34 -0.362
C 9.359 2.606 -1.147 0.52 0.38 0.21 -0.427
C 8.371 2.199 -0.086 -0.07 0.22 0.89 -0.512
C 7.635 1.057 -0.742 -0.25 0.21 0.45 -0.261
H 10.281 2.017 -1.105 -0.04 0.03 -0.02 0.260
H 9.614 3.668 -1.081 0.00 -0.17 -0.26 0.320
H 8.843 1.928 0.861 -0.01 0.10 -0.14 0.321
H 7.673 3.023 0.106 0.14 -0.12 0.00 0.243
H 8.139 0.101 -0.578 -0.18 -0.01 -0.08 0.282
H 6.595 1.008 -0.412 0.13 -0.35 -0.22 0.233
```
Forces are in eV/Å.

Summary:
total charge: -1

***

| no. | LUMO (eV) | HOMO level (eV) |
| --- | --- | --- |
| 1 | -0.35 | -8.42 |
| 2 | 1.92 | -4.33 |